Record 1
108
Properties=species:S:1:pos:R:3:forces:R:3 method="wB97M-V/def2-TZVPD" e_above_lowest_kcal_mol=145.4 orbital_gap_ev=5.75 e_tot_ev=-67869.984
Rb -0.2872 -3.6733 3.9527 0.15 0.02 -0.44
B 2.3349 -3.8887 -0.5301 3.11 2.05 -1.03
F 1.7543 -4.9364 -0.0910 -3.65 -5.20 3.07
F 3.2785 -4.3270 -1.4053 1.87 -0.50 -2.57
F 1.4523 -3.0703 -1.1127 -1.94 2.23 -1.16
F 3.0639 -3.2628 0.4616 0.33 1.39 1.99
C -3.5380 7.0379 8.8683 0.85 -0.22 -0.75
O -2.3444 6.2380 8.8967 -0.12 2.88 -0.84
C -2.5148 4.9101 9.0820 0.30 -1.37 1.05
C -1.2954 4.0992 8.7370 -0.86 -0.81 0.77
N -1.3256 3.6124 7.3755 0.71 0.32 -0.84
C -1.2733 4.7314 6.3715 0.00 -0.74 2.05
C -0.7269 4.3845 5.0066 -1.74 0.68 -0.01
O 0.4248 3.6412 5.0383 1.61 -1.11 0.54
C 1.0447 3.4152 3.7630 -1.41 1.52 0.14
H -3.7463 7.2912 7.8288 -0.25 -0.19 -0.23
H -3.3266 8.0038 9.3272 -0.11 -0.28 0.50
H -4.3989 6.5079 9.2757 0.06 0.16 0.32
H -3.3189 4.4591 8.5005 -0.48 0.11 0.04
H -2.6477 4.7713 10.1549 -0.66 -0.41 0.29
H -1.4418 3.2383 9.3892 0.12 -0.50 -0.13
H -0.3656 4.5100 9.1306 0.24 0.70 -0.47
H -0.4777 3.0670 7.3146 0.13 -0.19 -0.69
H -0.7586 5.5562 6.8644 0.59 0.21 -0.38
H -2.2969 5.1009 6.3097 -0.09 -0.02 -0.54
H -0.6589 5.3742 4.5552 0.74 0.21 -0.55
H -1.5142 3.9027 4.4268 -0.14 -0.52 -0.14
H 0.4374 2.7649 3.1334 0.09 -0.50 0.13
H 2.0879 3.1055 3.8269 -0.31 -0.03 0.37
H 0.9385 4.3975 3.3027 0.75 0.07 -0.64
C -4.1524 -5.2847 1.2451 0.09 0.79 0.31
O -4.3082 -3.8119 1.4076 -0.99 -2.84 1.06
C -5.0613 -3.3248 0.3024 1.66 0.73 -0.76
C -5.3125 -1.8368 0.4090 -0.04 0.13 1.00
N -6.2512 -1.4883 1.4573 -1.92 1.86 0.52
C -6.6244 -0.0098 1.6226 0.35 -2.05 -0.68
C -7.5279 0.2585 2.8346 0.06 0.05 -0.42
O -7.2190 1.5660 3.2976 0.27 0.25 0.52
C -7.7216 1.8592 4.5881 -0.49 -0.52 0.46
H -3.8486 -5.7870 2.1636 0.64 0.75 0.29
H -3.4534 -5.5077 0.4390 0.18 0.17 0.02
H -5.0386 -5.8892 1.0514 -0.73 0.84 -0.45
H -5.9568 -3.8864 0.0361 -0.04 -0.16 0.42
H -4.2849 -3.4290 -0.4554 -0.62 0.01 -1.15
H -5.6576 -1.4804 -0.5615 -0.50 -0.11 -0.02
H -4.3593 -1.3191 0.5164 0.50 0.01 0.25
H -6.1915 -1.8588 2.3950 0.87 -0.56 -0.41
H -7.1784 0.2458 0.7194 0.24 0.34 -0.08
H -5.7046 0.5705 1.6949 -0.10 0.36 0.08
H -7.4565 -0.5253 3.5887 0.68 0.03 0.49
H -8.5805 0.1881 2.5602 -0.23 0.26 -0.28
H -7.6024 2.8773 4.9587 0.26 0.34 -1.04
H -7.2304 1.2928 5.3793 0.15 -0.60 -0.10
H -8.7889 1.6422 4.6322 -0.21 -0.07 0.05
C 2.4736 2.6799 -6.6898 -0.69 -0.45 -0.72
C 2.2910 2.9091 -5.1920 0.64 0.61 1.15
C 2.8614 4.3159 -4.7384 -0.88 0.40 -1.67
C 1.9109 5.4339 -5.3152 0.43 -0.51 1.16
C 0.4735 5.2759 -4.8296 -0.31 -0.17 -0.30
C -0.1669 3.8744 -5.0470 0.33 -0.05 0.28
N 0.8806 2.9248 -4.6577 0.58 0.22 1.10
O 0.2780 1.6563 -4.4864 0.69 -0.37 -0.51
C -1.4164 3.7722 -4.0302 0.24 0.23 -1.03
C -0.5934 3.6477 -6.5188 -1.61 0.20 0.79
C 3.1726 1.8260 -4.4653 -0.93 0.20 -0.27
H 3.4670 2.2919 -6.9151 0.18 0.45 0.01
H 2.1965 3.5066 -7.3439 0.51 0.41 0.28
H 1.8096 1.9130 -7.0886 -0.20 -0.41 0.50
H 3.0305 4.3538 -3.6623 -0.87 0.03 0.20
H 3.8684 4.5453 -5.0866 0.13 -0.55 -0.66
H 1.8648 5.5306 -6.3999 0.44 -0.76 -0.21
H 2.2914 6.4206 -5.0511 -0.06 0.08 0.44
H -0.0613 6.0251 -5.4133 -0.63 0.05 0.35
H 0.3655 5.4572 -3.7602 0.23 0.36 -0.03
H -1.9462 2.8295 -3.8939 0.57 -0.40 -0.58
H -1.2302 4.1024 -3.0082 0.61 0.21 -0.14
H -2.1870 4.4282 -4.4353 0.04 0.32 -0.01
H 0.0487 4.1291 -7.2564 0.14 -0.47 0.08
H -0.8633 2.6055 -6.6897 0.98 -0.30 -0.20
H -1.5977 4.0471 -6.6599 -0.04 0.76 -0.02
H 2.9807 0.8356 -4.8779 -0.05 -0.03 0.02
H 3.0125 1.7762 -3.3883 -0.20 0.17 0.04
H 4.2300 2.0469 -4.6107 -0.06 0.15 -0.18
H 0.5969 1.4411 -3.6069 -0.23 -0.40 0.13
C 0.6256 -7.0747 -5.5572 -0.74 -1.22 -2.32
O 0.1795 -7.6577 -6.5299 -0.67 -0.16 -0.62
N 1.2357 -7.6807 -4.5809 2.37 -1.92 3.74
N 0.5896 -5.7722 -5.3778 -0.47 3.22 -0.02
H 1.4463 -8.6664 -4.5161 -0.32 0.32 -0.64
H 1.7153 -7.1143 -3.8959 -0.10 -0.29 0.04
H 1.0233 -5.3578 -4.5653 -0.36 0.20 -0.29
H -0.0064 -5.2207 -5.9785 0.35 -0.10 0.20
C 9.1662 -3.8175 -3.6354 0.81 -3.08 0.86
O 9.4410 -4.7443 -2.9258 1.53 -1.81 1.77
N 8.0426 -3.2415 -3.5547 -5.32 4.09 -0.18
N 9.8829 -3.4733 -4.6685 4.49 1.19 -3.89
H 7.2802 -3.5326 -2.9596 0.46 -0.02 -0.06
H 7.9185 -2.4758 -4.2016 -0.74 -0.08 0.42
H 9.7855 -2.7681 -5.3850 -0.96 0.11 0.61
H 10.8300 -3.8179 -4.7343 -0.30 -0.39 0.49
C 7.1566 -9.9192 1.4831 1.50 1.86 -2.90
O 8.0295 -9.5697 0.6747 -0.19 -1.01 1.21
N 6.1424 -9.1055 1.7297 -2.41 2.40 0.69
N 7.0368 -11.0686 2.1081 0.47 -2.58 1.09
H 6.1626 -8.1697 1.3501 0.10 -0.35 -0.09
H 5.3045 -9.3609 2.2326 0.37 0.01 -0.09
H 6.1997 -11.2291 2.6499 0.56 -0.41 -0.10
H 7.7217 -11.7868 1.9202 -0.40 0.06 0.18



Record 2
99
Properties=species:S:1:pos:R:3:forces:R:3 method="wB97M-V/def2-TZVPD" orbital_gap_ev=9.79 smiles=CCOCCBN.COCCOC.COCCOC.COCCOC.COCCOC.COCCOC e_tot_ev=-50575.716
C -2.0720 -0.6824 1.8004 -0.15 0.16 -0.36
C -1.9287 -1.6234 0.6131 -0.21 0.31 0.16
O -1.7386 -2.9845 0.9417 0.04 0.11 0.01
C -0.5576 -3.2585 1.6708 0.18 -0.42 -0.16
C 0.7332 -2.7998 0.9879 0.40 0.30 -0.18
B 1.9155 -3.7213 1.4641 0.26 0.28 0.10
N 2.8020 -3.3572 2.5816 -0.13 -0.01 -0.65
H -1.2306 -0.7100 2.4847 0.09 -0.11 0.16
H -3.0096 -0.8573 2.3188 0.01 -0.18 0.30
H -2.1307 0.3310 1.4057 0.02 0.14 -0.02
H -1.1504 -1.2361 -0.0500 0.25 -0.24 -0.05
H -2.8580 -1.5865 0.0496 -0.06 -0.11 -0.14
H -0.5368 -4.3437 1.7820 -0.21 -0.10 -0.05
H -0.6102 -2.8540 2.6825 -0.03 0.17 0.10
H 0.6412 -2.8703 -0.0946 -0.22 -0.14 -0.14
H 0.9143 -1.7494 1.2213 0.07 0.15 0.06
H 2.1170 -4.7541 0.8913 -0.28 -0.24 0.24
H 2.3654 -3.5486 3.4784 0.34 -0.11 0.13
H 3.0095 -2.3627 2.5336 -0.38 0.11 0.45
C 8.1437 -0.5367 1.7348 0.06 0.02 0.03
O 8.4661 -0.3334 3.0992 -0.12 -0.05 -0.03
C 7.5675 0.5344 3.7703 0.20 -0.05 0.06
C 6.5424 -0.2282 4.5815 -0.21 0.05 -0.04
O 5.6803 -0.9988 3.7584 0.16 0.04 -0.02
C 6.0180 -2.3765 3.7016 -0.13 -0.02 -0.08
H 8.7147 -1.3959 1.3869 0.04 0.02 0.02
H 7.0797 -0.7408 1.5968 -0.01 0.00 0.00
H 8.4260 0.3383 1.1392 -0.05 0.00 -0.03
H 7.0666 1.1957 3.0564 -0.04 0.00 -0.01
H 8.1603 1.1557 4.4484 -0.03 0.02 0.00
H 5.9208 0.4921 5.1251 0.03 0.01 0.02
H 7.0400 -0.8662 5.3179 0.04 -0.02 -0.01
H 5.7032 -2.8854 4.6190 0.05 -0.03 0.00
H 7.0871 -2.5356 3.5475 0.03 0.09 0.03
H 5.4694 -2.8005 2.8633 -0.03 -0.08 0.06
C 4.8290 -1.0057 -3.7927 -0.02 0.03 -0.07
O 3.5215 -0.6248 -4.1839 0.02 -0.04 0.13
C 2.5663 -1.6655 -4.0536 -0.01 0.17 -0.13
C 1.7461 -1.5269 -2.7895 -0.03 -0.20 0.12
O 2.5386 -1.6794 -1.6220 0.10 0.11 -0.04
C 2.8946 -0.4478 -1.0188 -0.04 -0.08 0.05
H 5.4158 -0.0955 -3.6789 -0.02 0.02 -0.04
H 4.8264 -1.5461 -2.8437 0.00 -0.02 0.00
H 5.2938 -1.6296 -4.5635 0.02 -0.04 0.04
H 3.0574 -2.6430 -4.0790 0.00 -0.02 0.03
H 1.8953 -1.6012 -4.9155 0.00 -0.03 0.01
H 0.9881 -2.3168 -2.7741 -0.01 0.02 -0.01
H 1.2280 -0.5631 -2.7777 0.02 0.03 -0.02
H 2.0407 -0.0247 -0.4767 0.01 0.05 -0.02
H 3.2485 0.2759 -1.7559 0.00 0.01 -0.01
H 3.6967 -0.6483 -0.3088 -0.02 -0.03 0.02
C -6.9651 1.0075 -0.6619 0.06 0.00 0.03
O -5.8135 0.1960 -0.8100 -0.08 0.00 -0.07
C -6.1011 -1.1944 -0.8435 0.23 0.08 0.06
C -6.1188 -1.7347 -2.2570 -0.19 -0.11 -0.04
O -7.1743 -1.1796 -3.0240 0.05 0.11 0.05
C -6.7585 -0.1213 -3.8700 -0.02 -0.04 -0.04
H -6.6802 2.0300 -0.9067 0.04 0.00 0.03
H -7.7691 0.6944 -1.3312 -0.01 -0.01 0.00
H -7.3233 0.9810 0.3729 -0.06 -0.01 -0.02
H -7.0526 -1.4027 -0.3454 -0.04 0.00 -0.02
H -5.3092 -1.7014 -0.2831 -0.03 -0.04 0.00
H -6.2774 -2.8166 -2.2181 0.03 0.00 0.01
H -5.1544 -1.5527 -2.7416 0.03 0.03 0.01
H -6.2276 -0.5141 -4.7437 0.04 0.05 0.00
H -6.1121 0.5838 -3.3427 0.02 0.00 -0.01
H -7.6485 0.4050 -4.2103 -0.02 -0.05 -0.02
C -5.6392 5.8573 -6.8952 0.04 0.05 0.04
O -4.9628 5.5783 -5.6818 -0.05 -0.10 -0.07
C -5.7785 4.9391 -4.7134 0.19 0.11 0.04
C -5.5422 3.4449 -4.6687 -0.20 -0.13 0.00
O -5.9359 2.8046 -5.8720 0.06 0.07 -0.03
C -4.8536 2.5200 -6.7412 -0.05 -0.04 0.02
H -4.8855 6.0966 -7.6436 0.02 0.03 0.03
H -6.2210 5.0002 -7.2404 -0.01 -0.01 0.00
H -6.3022 6.7208 -6.7751 -0.04 -0.03 -0.03
H -6.8358 5.1482 -4.9030 -0.02 -0.02 -0.02
H -5.5185 5.3640 -3.7390 -0.03 -0.02 0.01
H -6.1491 3.0177 -3.8638 0.03 0.03 0.03
H -4.4919 3.2329 -4.4464 0.03 0.03 -0.01
H -4.2835 1.6589 -6.3754 0.05 0.03 -0.01
H -4.1848 3.3766 -6.8470 0.01 0.01 0.01
H -5.2711 2.2757 -7.7166 -0.03 -0.03 0.02
C 1.2693 2.1244 6.8614 0.06 0.01 0.04
O 2.5470 1.5261 6.7328 -0.08 -0.02 -0.10
C 2.5014 0.1115 6.6277 0.15 0.11 0.05
C 2.6328 -0.3542 5.1943 -0.15 -0.13 -0.06
O 1.5265 0.0470 4.3972 0.00 0.09 0.05
C 1.7934 1.1859 3.5985 -0.02 -0.07 -0.03
H 1.3853 3.1906 6.6729 0.03 0.00 0.03
H 0.5563 1.7137 6.1435 -0.01 -0.01 0.00
H 0.8815 1.9870 7.8765 -0.05 -0.02 -0.02
H 1.5795 -0.2773 7.0713 -0.03 0.00 -0.01
H 3.3458 -0.2829 7.2020 -0.02 -0.03 0.00
H 2.6584 -1.4488 5.1818 0.05 0.00 0.02
H 3.5694 0.0022 4.7592 0.01 -0.01 -0.01
H 2.4205 0.9158 2.7410 0.04 0.05 0.01
H 2.2877 1.9737 4.1709 0.02 0.01 0.00
H 0.8391 1.5620 3.2322 -0.01 -0.04 -0.02



Record 3
99
Properties=species:S:1:pos:R:3:forces:R:3 method="wB97M-V/def2-TZVPD" e_above_lowest_kcal_mol=121.1 orbital_gap_ev=8.69 smiles=COCCNCCOC.COCCNCCOC.COCCNCCOC.COCCNCCOC.O e_tot_ev=-50271.019
C 1.3110 -10.9173 6.8688 -0.67 1.41 -0.66
O 0.9537 -11.7279 7.9071 -1.40 -1.51 1.37
C 0.8965 -11.1249 9.2025 2.50 -1.99 0.46
C 0.5095 -12.2227 10.2306 -1.82 2.19 -0.94
N -0.9840 -12.3077 10.3053 3.46 0.99 -0.50
C -1.2363 -13.3243 11.2545 -3.40 -0.61 -0.39
C -2.7577 -13.0995 11.4779 -1.19 -0.41 3.27
O -3.6643 -13.9332 10.8487 -0.44 -1.83 -2.33
C -3.7084 -15.2930 11.3106 -0.51 0.83 0.27
H 0.5328 -11.0300 6.1139 0.12 0.24 -0.38
H 2.2767 -11.1105 6.4018 0.24 -0.26 0.30
H 1.2781 -9.8982 7.2541 0.24 0.44 -0.57
H 0.3792 -10.1755 9.3407 -0.63 -0.23 -0.47
H 1.9595 -10.9397 9.3569 0.24 0.62 0.71
H 0.7268 -11.8573 11.2343 0.70 -0.08 -0.07
H 0.9729 -13.1896 10.0348 0.30 0.06 -0.17
H -1.3517 -12.5428 9.3944 -0.18 -0.22 -0.07
H -0.6125 -13.3311 12.1483 -0.17 0.66 0.00
H -1.1062 -14.3074 10.8021 0.03 -0.50 0.09
H -3.1437 -12.0869 11.3603 0.84 0.21 -1.24
H -3.1303 -13.1574 12.5006 1.06 -0.43 1.22
H -4.2066 -15.9671 10.6139 0.36 0.41 -0.65
H -4.3982 -15.3249 12.1539 0.35 0.01 0.65
H -2.7208 -15.6807 11.5604 -0.04 -0.01 0.09
C -4.1776 -18.3440 24.5512 -0.62 0.78 0.90
O -4.7255 -19.2804 23.6302 -0.30 1.13 -0.85
C -5.7935 -18.6924 22.7780 1.86 0.09 0.40
C -5.2918 -17.6850 21.6845 0.18 -0.11 0.31
N -4.0723 -18.0858 20.9045 -1.48 0.07 0.71
C -4.4383 -18.6294 19.6138 0.02 0.91 0.09
C -3.2509 -19.1603 18.9582 2.80 -0.70 -2.17
O -2.3503 -18.1760 18.4621 -0.10 1.89 0.14
C -1.2361 -18.6114 17.7013 -0.99 -0.61 0.53
H -3.9283 -17.3379 24.2139 0.48 -0.21 -1.18
H -3.3385 -18.7096 25.1432 0.12 -0.59 -0.68
H -4.8733 -18.0257 25.3276 -0.83 -0.59 0.23
H -6.5022 -18.2516 23.4791 -0.26 0.26 -0.30
H -6.2617 -19.5176 22.2414 0.16 -0.23 0.35
H -5.2038 -16.6441 21.9959 0.58 -0.13 0.81
H -6.1565 -17.5459 21.0357 -0.03 -0.53 -0.53
H -3.5971 -18.8616 21.3431 0.06 0.15 0.87
H -4.8035 -17.8117 18.9924 -0.50 -0.18 -0.09
H -5.1184 -19.4790 19.6744 -0.61 0.08 -0.04
H -3.5082 -19.7291 18.0648 -0.45 -0.61 0.13
H -2.6099 -19.7620 19.6025 -0.40 -0.66 0.42
H -0.4715 -17.8347 17.6916 -0.10 -0.09 0.21
H -1.5167 -18.8339 16.6718 -0.12 -0.01 -0.21
H -0.8885 -19.5409 18.1522 0.60 -0.07 -0.05
C 7.5095 -12.7829 16.4942 0.76 -1.39 -0.54
O 7.5379 -14.1271 15.9541 -0.25 0.71 0.70
C 6.4241 -14.8790 16.4588 0.32 -0.35 -1.23
C 6.8208 -16.3918 16.3129 -0.45 1.93 1.18
N 7.9976 -16.6504 17.0713 0.73 -1.39 -0.37
C 7.8411 -16.7911 18.5158 -0.85 0.53 -1.82
C 6.9479 -17.9868 18.9181 0.21 -0.21 -0.25
O 5.4884 -17.8715 18.8876 1.27 0.22 0.49
C 4.8595 -17.4086 20.0982 0.38 -0.24 -1.25
H 8.3264 -12.2194 16.0434 -0.36 0.07 -0.51
H 7.8141 -12.8308 17.5397 -0.67 0.10 0.38
H 6.5164 -12.3802 16.2951 0.17 0.50 0.31
H 5.5568 -14.6473 15.8407 -0.27 -0.08 -0.26
H 6.1401 -14.5247 17.4498 0.33 -0.40 0.44
H 7.0145 -16.5666 15.2546 -0.35 -0.29 0.04
H 6.0377 -16.9843 16.7859 -0.30 -0.18 -0.77
H 8.7875 -16.1303 16.7168 -0.03 0.12 0.57
H 7.3513 -15.8827 18.8664 0.20 0.28 0.86
H 8.8669 -16.9016 18.8675 -0.31 -0.03 0.63
H 7.4055 -18.2566 19.8699 -0.94 -0.31 0.67
H 7.1510 -18.8289 18.2564 0.07 0.11 -0.17
H 4.9787 -16.3261 20.1463 0.22 0.02 0.65
H 5.2465 -17.9948 20.9317 0.04 0.43 0.31
H 3.7912 -17.5979 19.9944 0.06 -0.14 -0.06
C -12.1239 -14.6032 24.0336 -0.01 0.96 -0.18
O -11.2359 -13.8917 24.8733 0.62 -0.08 1.14
C -11.5564 -12.5198 25.0500 -1.02 0.04 0.61
C -10.6224 -11.7220 25.9136 2.37 0.45 0.82
N -10.6006 -12.0740 27.3705 -1.75 -0.14 -0.38
C -9.5708 -11.4290 28.2155 0.24 -1.89 -2.32
C -9.8027 -9.9995 28.3715 -0.39 3.46 0.73
O -9.1314 -9.0356 27.4588 -0.27 -3.05 0.40
C -9.3321 -7.6885 27.6374 1.10 1.43 -0.02
H -13.1244 -14.6455 24.4640 -0.27 0.35 -0.17
H -11.8626 -15.6432 23.8383 0.74 0.19 0.37
H -12.0506 -14.0384 23.1042 -0.84 -0.35 -0.52
H -12.4676 -12.3065 25.6087 -0.84 -1.06 0.26
H -11.8297 -12.0322 24.1142 0.84 0.08 -0.53
H -10.8566 -10.6714 25.7416 -0.42 0.10 0.39
H -9.5646 -11.7489 25.6520 0.28 -0.31 -0.94
H -10.4853 -13.0774 27.3828 0.08 -0.13 0.28
H -8.6405 -11.6952 27.7137 0.82 0.53 0.41
H -9.5683 -11.8747 29.2102 -0.20 -0.20 -0.18
H -9.5705 -9.7226 29.3998 0.68 0.28 0.09
H -10.8834 -9.8595 28.3940 -0.30 0.22 -0.66
H -9.3207 -7.3310 28.6671 -1.20 -0.33 0.39
H -10.0428 -7.2472 26.9387 -0.86 -0.15 0.57
H -8.4305 -7.1453 27.3544 0.60 -0.40 -0.57
O -0.7044 -14.4632 19.7300 0.22 0.23 -0.08
H -1.3444 -14.3964 20.4386 -0.18 0.00 0.16
H -0.7166 -15.3876 19.4819 -0.09 -0.28 -0.08